[1]
C15H23NO7PtS as an isolated structure. Source: OMol25; level of theory: the ωB97M-V functional and the def2-TZVPD basis.

HOMO-LUMO gap (alpha / beta): 0.262 / 0.262 hartree
E_LUMO (alpha / beta): -1.347 / -1.321 eV
energy: -45828.370 eV
spin multiplicity: 1
energy above the lowest of the compared OMol25 structures with the same formula, charge and spin: 68.38 kJ/mol

```
48
Properties=species:S:1:pos:R:3:forces:R:3:mulliken_charge:R:1
Pt 0.050 -1.026 0.582 1.1 -2.3 1.3 1.61
C 1.231 -2.615 -2.707 0.1 0.3 0.1 -0.74
O 1.676 -1.471 -1.986 -0.1 -0.1 0.0 -0.25
C 1.627 -0.260 -2.704 -0.2 -0.1 0.2 -0.71
C 0.220 0.288 -2.891 0.2 -0.1 0.0 -0.63
O -0.433 0.422 -1.636 0.0 -0.2 0.3 0.03
C -1.813 0.724 -1.794 -0.2 0.0 0.0 -0.65
C -2.614 0.252 -0.598 0.2 0.0 -0.2 -0.32
O -2.288 -1.104 -0.431 0.0 -0.2 -0.1 -0.36
C -3.144 -1.805 0.476 0.0 0.0 0.0 -0.81
H 1.889 -2.799 -3.562 0.0 0.0 0.0 0.33
H 0.202 -2.505 -3.058 0.0 0.0 0.0 0.28
H 1.272 -3.451 -2.014 0.0 0.0 0.0 0.22
H 2.087 -0.381 -3.693 0.0 0.1 0.0 0.44
H 2.209 0.449 -2.118 0.1 0.1 0.0 0.26
H -0.365 -0.374 -3.539 0.0 0.0 0.0 0.50
H 0.290 1.268 -3.380 0.0 0.0 0.0 0.24
H -2.180 0.186 -2.675 -0.1 0.0 0.0 0.45
H -1.955 1.798 -1.954 0.0 0.0 0.0 0.30
H -3.678 0.380 -0.830 0.0 0.0 0.0 0.52
H -2.380 0.808 0.315 0.0 0.1 0.0 -0.05
H -4.156 -1.855 0.061 0.0 0.0 0.0 0.35
H -3.161 -1.317 1.451 0.0 0.0 0.0 0.29
H -2.733 -2.804 0.582 0.0 0.0 0.0 0.24
C 1.722 4.366 -0.423 0.0 0.0 0.1 -1.52
C 1.320 3.221 0.463 0.1 0.0 0.0 1.04
C 0.007 3.079 0.904 0.0 0.0 0.1 -0.73
C -0.356 2.012 1.706 -0.2 0.1 0.0 -0.46
C 0.589 1.048 2.050 -0.2 -0.5 -0.1 -0.78
C 1.920 1.202 1.659 0.1 -0.1 -0.2 0.14
C 2.269 2.281 0.868 0.0 0.1 0.0 -0.83
S 0.066 -0.291 3.117 -0.4 0.2 0.5 1.19
O -1.356 -0.464 2.851 0.0 0.2 0.5 -0.56
O 0.433 -0.034 4.479 0.2 -0.1 0.0 -0.74
N 0.954 -1.468 2.426 -0.3 1.6 -1.6 -0.45
C 0.710 -2.815 2.886 -1.0 -1.1 -0.7 -0.52
C -0.276 -3.593 1.931 0.7 0.2 2.4 0.54
O -0.869 -4.547 2.391 0.0 0.2 -0.8 -0.65
O -0.288 -3.166 0.717 -0.3 1.6 -1.6 -0.78
H 0.880 5.026 -0.623 0.0 0.0 0.0 0.38
H 2.109 3.997 -1.376 0.0 0.0 0.0 0.32
H 2.513 4.954 0.044 0.0 0.0 0.0 0.38
H -0.734 3.821 0.634 0.0 0.0 0.0 0.36
H -1.358 1.914 2.103 0.0 0.0 -0.1 0.53
H 2.658 0.484 1.990 0.0 0.0 -0.1 0.46
H 3.303 2.411 0.569 0.0 0.0 0.0 0.43
H 0.299 -2.848 3.894 0.1 0.1 0.0 0.34
H 1.630 -3.401 2.840 0.1 0.2 0.2 0.35
```
Forces are in eV/Å.


[2]
C15H24Cl4Nb as an isolated structure. Source: OMol25; level of theory: the ωB97M-V functional and the def2-TZVPD basis.

charge: -1
HOMO-LUMO gap: 0.255 hartree
E_LUMO: 2.298 eV
energy: -67571.974 eV
spin multiplicity: 1

```
44
Properties=species:S:1:pos:R:3:forces:R:3:mulliken_charge:R:1
C -2.058 0.725 0.705 2.6 -4.1 -2.6 -0.05
C -1.592 -0.406 0.192 -2.8 5.8 2.2 -0.25
Nb -0.841 -2.144 -1.157 0.1 1.2 2.6 -0.63
C 0.324 -3.018 0.595 0.5 -0.3 0.9 -0.71
C 1.930 -3.037 0.432 -0.2 -1.1 0.8 -0.15
C 2.469 -3.476 -1.019 1.8 0.5 -0.1 -0.58
C 3.110 -2.253 -1.871 1.5 2.9 -2.2 0.48
C 3.970 -1.120 -1.199 -0.4 0.1 -2.9 -0.34
C 4.608 0.063 -1.987 -1.9 -2.7 -2.1 -0.43
C 4.440 0.139 -3.524 -1.6 -2.6 1.8 -0.35
C 3.587 -0.959 -4.259 0.5 -0.3 3.9 -0.38
C 2.944 -2.129 -3.431 1.8 2.2 1.4 -0.33
H -2.215 1.829 0.973 0.2 -2.4 -0.4 0.10
H 0.550 -1.152 -1.765 0.2 0.2 -0.7 0.16
H -0.373 -3.582 -2.207 -0.3 0.2 0.2 0.04
H -2.296 -3.152 -0.641 -0.3 -0.2 -0.5 -0.02
H -1.830 -1.570 -2.579 -0.1 -0.3 -0.4 -0.01
H -0.128 -4.043 0.885 1.0 1.4 -0.5 0.28
H 0.100 -2.330 1.504 0.2 -1.0 -1.4 -0.01
H 2.379 -2.043 0.812 -0.8 -1.5 -1.0 0.17
H 2.320 -3.842 1.173 -0.4 1.3 -1.1 0.25
H 3.367 -4.187 -0.827 -1.3 1.1 -0.4 0.28
H 1.723 -4.093 -1.635 0.9 1.3 0.9 0.25
H 4.154 -1.142 -0.073 -0.4 0.0 -1.8 0.24
H 5.211 0.889 -1.455 -1.1 -1.6 -0.8 0.28
H 4.936 1.006 -4.100 -1.0 -1.6 1.0 0.26
H 3.417 -0.912 -5.396 0.3 -0.1 2.1 0.27
H 2.315 -2.917 -3.990 1.1 1.5 1.1 0.24
Cl -4.182 4.128 1.912 0.0 0.0 0.0 -0.16
C -4.578 5.094 0.468 -0.1 0.2 -0.2 -0.49
C -5.049 4.233 -0.686 0.0 0.0 -0.1 -0.45
Cl -3.737 3.232 -1.355 -0.1 0.0 0.1 -0.15
H -3.696 5.678 0.200 -0.1 -0.2 0.0 0.30
H -5.369 5.788 0.760 0.0 -0.1 0.0 0.32
H -5.409 4.867 -1.499 0.1 0.0 0.1 0.30
H -5.862 3.569 -0.387 0.2 0.1 0.1 0.31
Cl 0.340 3.057 4.227 0.0 0.0 0.0 -0.20
C -1.246 2.256 4.357 -0.3 -0.1 0.1 -0.05
C -1.129 0.835 4.871 0.0 -0.1 0.0 -0.59
Cl -0.354 -0.245 3.688 0.1 0.0 0.2 -0.11
H -1.724 2.290 3.376 0.2 -0.1 0.1 -0.02
H -1.845 2.853 5.049 0.1 -0.1 0.0 0.30
H -2.124 0.429 5.065 0.0 0.1 -0.1 0.27
H -0.556 0.789 5.799 0.0 0.1 -0.1 0.36
```
Forces are in eV/Å.


[3]
A 2-piece molecular cluster, C15H24F4NO3S2 overall. Source: OMol25; level of theory: the ωB97M-V functional and the def2-TZVPD basis.

charge: +1
HOMO-LUMO gap: 0.270 hartree
E_LUMO: -3.884 eV
energy: -56108.284 eV
spin multiplicity: 1

```
49
Properties=species:S:1:pos:R:3:forces:R:3:mulliken_charge:R:1
C 0.980 -1.922 2.059 0.0 1.7 -1.8 -0.34
C 0.734 -1.092 1.207 -0.5 -1.6 2.1 -2.47
C 0.428 -0.113 0.177 2.0 -1.1 -0.5 3.34
F 0.385 -0.925 -1.005 -0.8 0.1 -0.3 -0.72
C -0.726 0.874 0.360 0.3 1.0 -2.4 1.12
C -2.094 0.435 0.820 0.2 -0.6 1.4 -0.84
S -2.132 -0.789 2.178 0.2 -0.1 0.3 -0.17
C -3.771 -1.597 2.091 -0.1 0.2 -0.5 -0.25
C -4.725 -1.063 1.033 -0.2 -0.6 0.5 -1.19
C -0.921 1.577 -1.032 -1.0 -0.1 0.2 -1.95
C -2.240 2.346 -1.213 0.8 0.6 -0.6 0.17
O -3.244 1.604 -1.851 -0.4 -0.2 0.4 -0.62
C -1.941 3.530 -2.160 -1.1 -1.8 -0.1 0.61
F -3.061 3.994 -2.651 -1.4 0.9 -0.2 -0.28
F -1.299 4.496 -1.574 1.1 1.2 0.8 -0.26
F -1.254 3.104 -3.214 1.1 -0.3 -0.8 -0.29
O -0.114 1.906 1.146 -0.3 -0.3 1.3 -0.36
C 1.230 1.937 0.996 0.3 0.0 -1.0 0.23
O 1.947 2.731 1.512 -0.4 -0.1 -0.1 -0.53
C 1.692 0.760 0.061 0.8 1.4 1.7 0.28
S 2.204 1.252 -1.632 -0.5 0.0 -0.3 -0.25
C 2.997 0.285 0.739 0.4 -0.5 -0.9 -1.91
C 3.672 -0.928 0.061 -0.1 -0.3 1.0 0.14
C 5.167 -0.721 -0.168 -0.4 -0.5 0.3 -1.56
H 1.344 -2.579 2.797 0.0 -0.4 0.5 0.53
H -2.625 0.014 -0.015 -0.1 0.1 -0.3 0.01
H -2.595 1.314 1.194 -0.3 0.3 -0.2 0.81
H -3.586 -2.650 1.921 0.1 -0.2 -0.1 0.30
H -4.234 -1.530 3.065 0.0 0.2 0.3 0.36
H -5.111 -0.089 1.306 0.2 0.4 -0.2 0.30
H -4.306 -1.094 0.036 0.0 0.2 -0.2 0.33
H -5.584 -1.727 1.021 -0.2 -0.1 -0.1 0.42
H -0.133 2.287 -1.218 0.4 0.0 0.2 0.46
H -0.864 0.875 -1.859 0.0 -0.2 -0.1 0.60
H -2.600 2.806 -0.298 -0.2 -0.1 0.2 0.40
H -2.909 0.726 -2.028 0.0 -0.2 -0.2 0.47
H 2.669 2.480 -1.330 -0.1 -0.2 0.2 0.27
H 2.918 0.154 1.811 -0.3 -0.1 0.2 0.66
H 3.690 1.106 0.613 -0.1 0.4 0.1 0.73
H 3.137 -1.262 -0.827 0.0 0.3 -0.3 0.16
H 3.592 -1.743 0.786 -0.1 -0.3 -0.1 0.10
H 5.404 0.257 -0.564 0.1 0.1 -0.3 0.39
H 5.651 -0.830 0.797 0.2 0.2 0.2 0.36
H 5.557 -1.528 -0.777 0.2 0.1 -0.4 0.39
N 1.334 -3.738 -0.876 0.0 0.1 -0.1 -0.26
H 1.456 -4.109 -1.820 0.0 0.0 0.0 0.42
H 1.061 -2.742 -0.923 0.0 0.1 0.1 0.07
H 0.605 -4.263 -0.391 0.0 0.1 0.0 0.41
H 2.213 -3.816 -0.359 0.0 0.1 0.0 0.41
```
Forces are in eV/Å.


[4]
A 3-piece molecular cluster, C15H24F6N2O8Si overall. Source: OMol25; level of theory: the ωB97M-V functional and the def2-TZVPD basis.

HOMO-LUMO gap: 0.374 hartree
E_LUMO: 0.613 eV
energy: -59488.299 eV
spin multiplicity: 1
SMILES string: C[Si](C)(C)OCCN(N=C=O)C(=O)O.CCOC(=O)C(F)(F)F.CCOC(=O)C(F)(F)F

```
56
Properties=species:S:1:pos:R:3:forces:R:3:mulliken_charge:R:1
C 1.252 -3.459 1.843 0.2 0.0 0.0 -1.18
Si 0.699 -1.875 1.013 -0.1 0.4 -0.1 0.33
C 1.319 -0.402 1.995 -0.2 -0.6 -0.3 -0.92
C -1.169 -1.874 0.899 0.7 0.1 0.0 -0.94
O 1.304 -1.706 -0.554 0.5 -0.5 0.5 -0.22
C 2.221 -2.706 -0.995 -0.7 -0.1 -0.2 -0.32
C 2.701 -2.423 -2.397 0.0 0.1 -0.2 -1.00
N 3.748 -1.376 -2.513 0.2 0.0 0.1 0.65
N 4.308 -1.497 -3.850 -0.1 0.3 -0.2 -0.87
C 3.708 -0.857 -4.705 -0.5 0.0 0.6 0.76
O 3.104 -0.291 -5.515 0.3 0.0 -0.4 -0.42
C 4.855 -1.706 -1.621 0.4 -0.3 -0.2 0.39
O 5.498 -2.707 -1.692 -0.2 0.0 0.2 -0.52
O 5.077 -0.772 -0.697 0.2 0.1 -0.2 -0.44
H 2.337 -3.556 1.905 0.1 0.0 -0.1 0.35
H 0.857 -4.366 1.386 0.0 0.0 -0.1 0.34
H 0.897 -3.438 2.876 -0.1 0.0 0.0 0.40
H 1.085 -0.550 3.049 -0.1 0.2 0.1 0.43
H 2.397 -0.300 1.889 0.0 0.1 0.0 0.24
H 0.822 0.478 1.588 0.1 0.2 0.2 0.19
H -1.541 -2.886 0.750 -0.1 0.0 -0.1 0.38
H -1.457 -1.232 0.067 -0.2 0.0 0.0 0.24
H -1.575 -1.463 1.818 -0.2 -0.1 0.1 0.24
H 3.040 -2.882 -0.292 0.1 0.2 0.0 0.45
H 1.665 -3.647 -1.065 0.2 -0.2 0.0 0.33
H 3.095 -3.326 -2.867 0.0 -0.2 0.2 0.44
H 1.832 -2.092 -2.965 0.0 0.1 -0.1 0.38
H 4.737 0.076 -1.020 -0.4 -0.2 0.1 0.27
C 0.438 5.662 -0.069 0.1 -0.2 0.2 -1.07
C 1.261 5.301 -1.286 -0.3 0.4 -0.1 -0.22
O 2.325 4.388 -0.941 0.1 -0.1 -0.1 -0.31
C 1.994 3.108 -0.890 -0.1 0.2 -0.1 0.15
O 0.920 2.628 -1.094 0.0 -0.1 0.1 -0.49
C 3.239 2.266 -0.552 0.2 -0.1 0.2 1.13
F 3.969 2.822 0.420 -0.1 0.0 0.0 -0.27
F 4.040 2.142 -1.632 -0.1 0.0 0.0 -0.32
F 2.893 1.042 -0.169 0.0 0.2 -0.1 -0.17
H 1.077 6.065 0.717 0.0 0.1 0.0 0.30
H -0.311 6.408 -0.331 0.0 0.0 0.0 0.38
H -0.072 4.786 0.331 -0.1 0.0 -0.1 0.28
H 1.758 6.179 -1.692 0.1 -0.1 0.0 0.32
H 0.646 4.869 -2.074 0.0 -0.2 0.1 0.32
C -6.984 -2.046 1.725 0.2 0.0 -0.1 -1.11
C -7.013 -0.595 2.150 -0.4 -0.2 0.1 -0.22
O -5.690 -0.020 2.122 0.1 0.1 0.0 -0.32
C -5.274 0.423 0.945 -0.2 -0.1 0.1 0.29
O -5.875 0.398 -0.088 0.1 0.0 0.0 -0.52
C -3.870 1.040 1.091 0.2 0.1 -0.1 0.97
F -3.080 0.280 1.858 -0.2 0.2 0.0 -0.22
F -3.959 2.253 1.659 0.0 -0.1 0.0 -0.28
F -3.290 1.180 -0.096 -0.1 0.0 0.0 -0.24
H -6.286 -2.610 2.343 -0.1 0.0 0.1 0.30
H -7.976 -2.485 1.825 0.0 0.0 0.0 0.37
H -6.666 -2.142 0.688 -0.1 0.0 0.0 0.32
H -7.344 -0.500 3.182 0.1 0.1 0.0 0.31
H -7.685 -0.006 1.526 0.1 0.0 -0.1 0.33
```
Forces are in eV/Å.